{
  "formula": "C6H10NO2",
  "method": "ωB97M-V with the def2-TZVPD basis set",
  "species": ["C", "C", "C", "C", "C", "C", "N", "O", "O", "H", "H", "H", "H", "H", "H", "H", "H", "H", "H"],
  "positions_angstrom": [[-1.30140, -0.75216, -1.48261], [-1.50936, -1.26974, -0.21718], [-0.02711, 0.04597, -1.48815], [0.40260, 0.10529, -0.01925], [1.82003, -0.11312, 0.34981], [-0.11958, 1.37476, 0.65251], [-0.40371, -1.04927, 0.54352], [-0.64683, -1.07584, 1.89690], [0.04256, 1.30914, 1.96377], [-1.88317, -1.00894, -2.31040], [-2.24876, -1.80195, 0.41156], [0.68231, -0.30892, -2.26226], [-0.06743, 1.08900, -1.81106], [2.04162, 0.26700, 1.44790], [2.21950, 0.62165, -0.29459], [2.25759, -1.10466, 0.09856], [-1.17057, 1.37582, 0.19211], [0.29475, 2.21532, 0.12216], [-0.38302, 0.08065, 2.20670]],
  "relative_energy_ev": 2.701,
  "e_homo_ha": -0.08993,
  "charge": -1
}